1.
Computed, not measured: a molecular structure, C30H28F5N6S2Tl, with ωB97M-V with the def2-TZVPD basis set.

Atoms and positions in Å:
Tl: -0.6337 -1.3452 0.2683
C: 3.1953 1.0090 0.5921
N: 1.9671 0.8588 -0.1671
C: 1.4738 2.0857 -0.7642
C: -0.0246 2.2128 -0.7176
N: -0.8856 1.2774 -0.4275
C: -2.1368 1.8781 -0.5056
C: -3.3988 1.3399 -0.2761
C: -4.4902 2.1736 -0.4248
C: -4.3360 3.5164 -0.7954
C: -3.0873 4.0695 -1.0108
C: -1.9950 3.2266 -0.8510
N: -0.6312 3.4079 -0.9827
C: 3.3340 -0.0190 1.6785
N: 2.6835 -1.1413 1.7475
C: 3.1138 -1.7518 2.9194
C: 2.7288 -2.9631 3.4878
C: 3.3224 -3.3280 4.6810
C: 4.2776 -2.5132 5.3040
C: 4.6669 -1.3058 4.7551
C: 4.0645 -0.9425 3.5568
N: 4.1866 0.1623 2.7359
H: 3.1910 1.9934 1.0644
H: 4.0921 0.9642 -0.0425
H: 2.0707 0.1380 -0.8697
H: 1.7929 2.1998 -1.8082
H: 1.8851 2.9345 -0.2134
H: -3.5067 0.2963 -0.0075
H: -5.4885 1.7839 -0.2697
H: -5.2189 4.1272 -0.9292
H: -2.9714 5.1103 -1.2860
H: -0.1648 4.2637 -1.2268
H: 1.9833 -3.5828 3.0064
H: 3.0483 -4.2658 5.1466
H: 4.7209 -2.8421 6.2347
H: 5.4054 -0.6763 5.2357
H: 4.7857 0.9533 2.8880
F: -6.0732 0.8278 -3.4644
C: -5.0385 0.0155 -3.2206
C: -5.1620 -1.0254 -2.3211
F: -6.3309 -1.2129 -1.6908
C: -4.0787 -1.8339 -2.0400
F: -4.2528 -2.8054 -1.1341
C: -2.8237 -1.6652 -2.6428
S: -1.5034 -2.7396 -2.3523
C: -2.7438 -0.5902 -3.5365
F: -1.5843 -0.3304 -4.1544
C: -3.8130 0.2370 -3.8173
F: -3.6690 1.2672 -4.6603
C: -4.1361 -0.8535 2.8720
S: -2.3560 -0.8756 3.2079
C: -1.9901 0.8990 3.1585
H: -4.3524 -0.1659 2.0566
H: -4.6911 -0.5648 3.7626
H: -4.4170 -1.8627 2.5772
H: -2.2367 1.3679 4.1088
H: -2.5441 1.3665 2.3460
H: -0.9214 0.9936 2.9651
N: 1.7155 -2.5267 -1.0553
C: 2.4767 -1.6951 -1.8992
C: 3.7439 -1.2729 -1.4921
C: 4.4670 -0.3691 -2.2598
C: 3.9444 0.1203 -3.4465
C: 2.6844 -0.3049 -3.8561
C: 1.9512 -1.2003 -3.0949
H: 2.2687 -2.9971 -0.3539
H: 1.0847 -3.1510 -1.5402
H: 4.1693 -1.6654 -0.5730
H: 5.4489 -0.0527 -1.9282
H: 4.5208 0.8028 -4.0579
H: 2.2615 0.0667 -4.7813
H: 0.9607 -1.5091 -3.4081

Summary:
ΔE to the lowest compared entry with this formula, charge and spin (eV): 1.070
E (eV): -80457.8962
Total charge: 0



2.
Computed, not measured: 2 unconnected molecules or ions with the total composition C2H6N2OS, with ωB97M-V with the def2-TZVPD basis set.

Atoms and positions in Å:
C: 1.4069 1.3034 -1.4812
C: -0.9278 -0.3050 1.7761
N: -0.1974 -2.2149 0.1450
N: 0.2530 1.6241 -1.0890
O: -0.0403 -3.1820 -0.5478
S: -1.5548 -1.4852 0.5331
H: 2.0453 0.6879 -0.8867
H: 1.8015 1.6814 -2.4138
H: -1.2210 0.6744 1.4791
H: 0.2640 -0.3392 1.7474
H: -1.5579 -0.7015 2.5834
H: -0.2715 2.2567 -1.8457

Summary:
ΔE to the lowest compared entry with this formula, charge and spin (eV): 4.825
E (eV): -18029.9801
SMILES: CSN=O.C=N
Total charge: 0



3.
Computed, not measured: 3 unconnected molecules or ions with the total composition C5H12O2, with ωB97M-V with the def2-TZVPD basis set.

Atoms and positions in Å:
C: 2.3570 -0.5163 0.7501
C: 1.6444 0.1839 -0.4071
C: 0.3210 -0.4119 -0.8071
O: -0.4015 0.2277 1.8958
C: -0.5848 0.1891 -1.5755
C: -2.8561 0.0452 -0.0952
O: -2.7849 0.9608 0.6918
H: 3.4070 -0.2092 0.7941
H: 1.8868 -0.3123 1.7145
H: 2.3364 -1.6029 0.6062
H: 2.2750 0.0979 -1.3019
H: 1.5441 1.2631 -0.2242
H: 0.1701 -1.4552 -0.5253
H: 0.1163 1.0042 1.6530
H: -1.4065 -0.3707 -2.0121
H: -0.5241 1.2434 -1.8389
H: -2.4011 -0.9414 0.0967
H: -3.4079 0.1485 -1.0459
H: -1.3081 0.4904 1.6576

Summary:
ΔE to the lowest compared entry with this formula, charge and spin (eV): 2.278
E (eV): -9472.8575
SMILES: C=CCC.C=O.O
Total charge: 0



4.
Computed, not measured: C14H14F5NO6S in the gas phase, with ωB97M-V with the def2-TZVPD basis set.

Atoms and positions in Å:
C: 4.2168 -0.8205 1.3990
C: 3.0039 -1.1850 0.9792
C: 1.9125 -0.2736 0.6337
C: 1.9107 0.5992 -0.3813
S: 3.2617 0.7670 -1.5234
O: 2.9380 1.8015 -2.4603
O: 4.5469 0.9173 -0.9141
C: 3.2374 -0.7814 -2.5574
F: 4.3891 -0.7788 -3.2323
F: 3.1479 -1.8958 -1.8152
C: 2.0658 -0.7885 -3.5860
F: 2.3902 -0.0293 -4.6325
F: 0.9311 -0.3339 -3.0372
F: 1.8576 -2.0365 -4.0210
C: 0.6754 1.4722 -0.5277
O: 0.7489 2.6427 -0.8356
C: -0.6139 0.7773 -0.1955
C: -1.8681 1.0479 -0.9948
O: -1.6950 2.1044 -1.9139
O: -2.5937 3.1556 -1.5485
C: -0.6293 -0.1019 0.8148
N: -1.8379 -0.7877 1.1446
C: -2.2107 -0.7418 2.5712
C: -3.5916 -0.0924 2.8220
C: -4.6086 -0.3283 1.7131
C: 0.6664 -0.3394 1.5175
O: 0.8079 -0.5674 2.6971
H: 4.4045 0.0236 2.0450
H: 5.0726 -1.4213 1.1302
H: 2.7794 -2.2429 0.9200
H: -2.7080 1.2208 -0.3376
H: -2.0442 0.1572 -1.5976
H: -3.0012 3.3644 -2.3949
H: -1.7187 -1.7405 0.8281
H: -2.2863 -1.7676 2.9244
H: -1.4806 -0.2291 3.1825
H: -3.4295 0.9627 3.0272
H: -3.9850 -0.5446 3.7284
H: -5.5073 0.2285 1.9616
H: -4.2468 -0.0409 0.7389
H: -4.9084 -1.3733 1.7285

Summary:
E (eV): -52935.5109
SMILES: C=CC1=C(S(=O)(=O)C(F)(F)C(F)(F)F)C(=O)C(COO)=C(NCCC)C1=O
Total charge: 0



5.
Computed, not measured: 2 unconnected molecules or ions with the total composition C9H20NOS, with ωB97M-V with the def2-TZVPD basis set.

Atoms and positions in Å:
C: 5.3572 -1.2216 -0.5249
O: 4.7883 0.0469 -0.2640
C: 3.4183 0.0453 -0.5891
C: 2.8030 1.3894 -0.2517
C: 1.3330 1.5090 -0.7111
C: 0.4537 0.3089 -0.3014
C: -0.8779 0.7521 0.3354
S: -1.9809 -0.6934 0.5790
C: -2.4703 -1.2661 -1.0711
H: 5.1199 -1.9488 0.2588
H: 5.0242 -1.6215 -1.4870
H: 6.4371 -1.0968 -0.5468
H: 2.9342 -0.8044 -0.0887
H: 3.3040 -0.1160 -1.6739
H: 3.3535 2.1423 -0.8168
H: 2.8880 1.6457 0.8051
H: 0.9107 2.4588 -0.3860
H: 1.3589 1.5396 -1.8028
H: 0.2329 -0.3294 -1.1570
H: 0.9675 -0.2955 0.4477
H: -0.7456 1.1684 1.3329
H: -1.4270 1.4735 -0.2693
H: -1.1534 -1.6497 1.0593
H: -1.9367 -2.1775 -1.3266
H: -2.2107 -0.4784 -1.7745
H: -3.5385 -1.4600 -1.0794
C: -5.3645 0.4542 1.8573
C: -6.4351 -0.5407 1.9382
N: -7.2604 -1.3329 2.0014
H: -4.4863 -0.0097 1.4065
H: -5.6858 1.2965 1.2471
H: -5.1114 0.8117 2.8536

Summary:
ΔE to the lowest compared entry with this formula, charge and spin (eV): 0.959
E (eV): -24021.5469
Total charge: +1



6.
Computed, not measured: a molecular structure, C38H42N4O2OsPSe2, with ωB97M-V with the def2-TZVPD basis set.

Atoms and positions in Å:
Os: 0.8701 -0.1813 -0.1974
N: 1.6750 -3.6598 0.5273
P: 2.1396 -2.3016 -0.3825
C: 2.0301 -2.8037 -2.1429
C: 1.6849 -1.8957 -3.1368
C: 1.5971 -2.2984 -4.4639
C: 1.8579 -3.6141 -4.8077
C: 2.2292 -4.5245 -3.8246
C: 2.3219 -4.1186 -2.5056
C: 3.9548 -2.5295 -0.1814
C: 4.4672 -3.0225 1.0175
C: 5.8294 -3.2344 1.1714
C: 6.6977 -2.9612 0.1241
C: 6.1967 -2.4837 -1.0789
C: 4.8347 -2.2767 -1.2337
C: -0.6160 -2.9120 0.9626
C: -1.4849 -2.2089 1.8531
C: -2.5899 -1.5096 1.4604
C: -2.9352 -1.0444 0.1400
C: -2.0295 -0.8260 -0.8539
N: -0.7253 -1.2977 -0.7202
H: 2.0768 -4.5426 0.2438
H: 1.4871 -0.8625 -2.8850
H: 1.3266 -1.5800 -5.2268
H: 1.7848 -3.9312 -5.8396
H: 2.4499 -5.5502 -4.0891
H: 2.6295 -4.8430 -1.7599
H: 3.7912 -3.2716 1.8258
H: 6.2100 -3.6262 2.1058
H: 7.7596 -3.1340 0.2399
H: 6.8657 -2.2816 -1.9048
H: 4.4584 -1.9067 -2.1797
H: -1.3483 -2.3732 2.9180
H: -3.2922 -1.2466 2.2469
H: -3.9504 -0.7008 -0.0189
H: -2.2887 -0.2399 -1.7300
O: 6.6162 1.6221 1.3650
C: 5.7063 0.7181 1.9689
C: 4.2760 1.0685 1.5034
C: 4.0638 2.5391 1.8729
O: 2.6892 2.9094 1.8215
C: 3.3819 0.1109 2.3099
Se: 1.4422 0.1829 2.0328
C: 4.2733 0.8199 -0.0147
Se: 2.6217 1.2385 -0.9637
H: 7.5076 1.4229 1.6660
H: 5.7554 0.7921 3.0623
H: 5.9296 -0.3155 1.6817
H: 4.6555 3.1498 1.1885
H: 4.4520 2.7055 2.8852
H: 2.6376 3.8298 1.5520
H: 3.4536 0.3689 3.3701
H: 3.7349 -0.9106 2.1956
H: 4.5593 -0.2072 -0.1999
H: 5.0324 1.4552 -0.4700
C: -3.5916 2.1206 1.6275
N: -2.3017 2.6624 2.1379
C: -2.1835 2.4457 3.6054
C: -1.1021 2.0790 1.4373
C: -1.0599 2.3423 -0.0412
C: -1.6795 3.4700 -0.5766
C: -1.6617 3.7179 -1.9383
C: -0.9988 2.8289 -2.7682
C: -0.3326 1.7415 -2.2230
C: -0.3254 1.4616 -0.8487
H: -4.4091 2.6063 2.1550
H: -3.5948 1.0506 1.8169
H: -3.6586 2.3022 0.5598
H: -2.2931 3.6684 1.9680
H: -2.2128 1.3740 3.7892
H: -3.0120 2.9364 4.1098
H: -1.2355 2.8504 3.9496
H: -1.1354 1.0057 1.6367
H: -0.2284 2.4972 1.9409
H: -2.1966 4.1873 0.0572
H: -2.1546 4.5919 -2.3414
H: -0.9796 2.9928 -3.8378
H: 0.2092 1.0907 -2.9024
N: -1.5625 -8.0466 0.1325
C: -1.1811 -6.9639 0.0793
C: -0.6951 -5.6073 0.0038
C: -0.3032 -5.0434 1.1979
C: 0.4986 -3.8029 1.3696
C: -0.7406 -2.6668 -0.4302
C: -0.7745 -3.6207 -1.4413
C: -0.7620 -4.9849 -1.2533
H: -0.6044 -5.5450 2.1100
H: 0.7330 -3.6547 2.4260
H: -0.8624 -3.2484 -2.4552
H: -0.9088 -5.6226 -2.1154

Summary:
ΔE to the lowest compared entry with this formula, charge and spin (eV): 3.675
E (eV): -192583.0623
Total charge: +1